No. 1
Density functional theory data (ωB97M-V/def2-TZVPD) for 2 unconnected molecules or ions with the total composition C12H18OSi in a non-equilibrium geometry.

Spin multiplicity: 1
Orbital gap (Ha): 0.3092
HOMO (eV): -7.824
E_LUMO (Eh): 0.0217
M (g mol⁻¹): 206.36

Geometry (Å):
C1 -1.471 -1.254 3.474
C2 -0.194 -0.988 3.008
C3 -2.513 -0.800 2.602
C4 0.034 -0.174 1.877
C5 -2.307 -0.157 1.477
C6 -0.986 0.288 1.122
C7 -3.100 2.122 -1.297
C8 -2.206 1.107 -1.431
C9 2.638 -2.282 -1.617
C10 2.467 1.114 -1.543
C11 1.724 -1.302 -0.835
C12 1.394 0.000 -1.547
O1 -0.073 2.673 -0.254
Si1 -0.649 1.149 -0.483
H1 -1.753 -1.873 4.254
H2 0.715 -1.291 3.517
H3 -3.625 -1.023 2.851
H4 1.076 0.132 1.646
H5 -3.060 0.228 0.877
H6 -4.147 2.007 -1.797
H7 -2.882 2.994 -0.744
H8 -2.506 0.233 -1.959
H9 3.643 -1.764 -1.826
H10 2.121 -2.571 -2.586
H11 2.913 -3.076 -0.838
H12 2.752 1.579 -0.451
H13 3.373 0.630 -2.052
H14 2.139 1.957 -2.086
H15 0.913 -1.884 -0.307
H16 2.257 -1.001 0.086
H17 1.158 -0.301 -2.543
H18 0.154 3.528 -0.595

Atom charges from the Löwdin analysis, given in e for atoms 1 to 8: number 1, C, carries -0.047; number 2, C, carries -0.072; number 3, C, carries -0.110; number 4, C, carries -0.128; number 5, C, carries -0.113; number 6, C, carries -0.244; number 7, C, carries -0.048; number 8, C, carries -0.241

No. 2
Density functional theory data (ωB97M-V/def2-TZVPD) for a molecular structure, C7H17BBrClErFOP2 in a non-equilibrium geometry.

Spin multiplicity: 4
Orbital gap (spin up / spin down) (Ha): 0.2157 / 0.2282
<S²>: 3.7704
Charge: +2
HOMO (spin up / spin down) (eV): -14.609 / -14.783
E_LUMO (spin up / spin down) (Eh): -0.3211 / -0.3151
M (g mol⁻¹): 491.59

Geometry (Å):
C1 2.441 -1.589 0.502
C2 2.605 -0.443 -0.514
P1 1.483 0.938 -0.226
C3 2.007 1.750 1.303
C4 1.034 1.595 2.480
B1 -0.503 0.665 -0.375
F1 -1.121 1.822 0.103
C5 -0.956 -0.730 0.283
C6 -2.471 -0.837 0.518
C7 -3.237 -1.481 -0.640
Br1 -2.782 -1.835 2.161
P2 -1.281 0.813 -2.282
O1 -1.092 2.348 -2.700
Cl1 0.353 -0.016 -3.673
H1 2.305 -1.219 1.519
H2 3.342 -2.199 0.497
H3 1.601 -2.235 0.255
H4 3.610 -0.020 -0.434
H5 2.506 -0.789 -1.545
H6 2.990 1.333 1.531
H7 2.161 2.808 1.072
H8 1.538 1.925 3.388
H9 0.140 2.203 2.360
H10 0.730 0.558 2.629
H11 -0.632 -1.584 -0.326
H12 -0.434 -0.849 1.234
H13 -2.884 0.146 0.737
H14 -2.559 -2.080 -1.263
H15 -4.023 -2.143 -0.285
H16 -3.722 -0.732 -1.272
H17 -1.752 2.982 -2.353
Er1 -1.396 -1.104 -4.683

Atom charges from the Löwdin analysis, given in e for atoms 1 to 8: number 1, C, carries -0.109; number 2, C, carries -0.393; number 3, P, carries 1.189; number 4, C, carries -0.367; number 5, C, carries -0.110; number 6, B, carries -0.993; number 7, F, carries 0.019; number 8, C, carries -0.260

No. 3
Density functional theory data (ωB97M-V/def2-TZVPD) for a single C10H7Cl2F3 molecule in a non-equilibrium geometry.

Spin multiplicity: 1
Orbital gap (Ha): 0.2722
HOMO (eV): -7.783
E_LUMO (Eh): -0.0138
M (g mol⁻¹): 255.07

Geometry (Å):
C1 -0.315 -1.578 -1.140
C2 -0.999 -0.533 -0.590
C3 0.907 -1.840 -0.707
C4 -0.436 0.447 0.285
C5 1.546 -0.928 0.027
C6 0.878 0.165 0.749
C7 1.391 1.076 1.719
C8 3.002 -1.195 0.243
C9 1.292 2.520 1.794
C10 3.692 -0.655 -1.103
F1 3.308 -1.152 -2.268
F2 3.737 0.655 -1.302
F3 5.030 -1.136 -1.096
Cl1 3.296 0.148 1.577
Cl2 0.927 3.370 0.078
H1 -0.681 -2.357 -1.769
H2 -2.106 -0.450 -0.926
H3 1.281 -2.825 -1.144
H4 -1.009 1.253 0.740
H5 4.127 -1.523 0.587
H6 0.267 2.484 2.169
H7 2.130 3.115 2.085

Atom charges from the Löwdin analysis, given in e for atoms 1 to 8: number 1, C, carries -0.127; number 2, C, carries -0.057; number 3, C, carries -0.103; number 4, C, carries -0.037; number 5, C, carries -0.239; number 6, C, carries -0.265; number 7, C, carries -0.286; number 8, C, carries -0.235

No. 4
Density functional theory data (ωB97M-V/def2-TZVPD) for a molecular structure, C38H31Cl5GeNO3S2Sc in a non-equilibrium geometry.

Spin multiplicity: 1
Orbital gap (Ha): 0.1491
Charge: -2
HOMO (eV): -0.310
E_LUMO (Eh): 0.1377
M (g mol⁻¹): 908.63

Geometry (Å):
Sc1 0.784 1.976 0.745
Cl1 2.045 1.853 4.387
C1 3.220 2.278 3.179
C2 2.768 2.510 1.879
C3 3.793 2.750 0.960
Cl2 3.286 2.920 -0.693
C4 5.144 2.783 1.273
Cl3 6.340 3.050 0.054
C5 5.534 2.578 2.594
Cl4 7.203 2.642 3.031
C6 4.562 2.311 3.555
Cl5 5.045 1.992 5.184
S1 -0.371 4.136 2.967
C7 -1.859 3.502 3.250
N1 -2.152 2.197 3.292
C8 -3.550 1.829 3.375
C9 -4.365 3.058 2.988
S2 -3.335 4.463 3.529
H1 -1.439 1.567 2.851
H2 -3.799 1.529 4.400
H3 -3.757 0.989 2.710
H4 -5.336 3.099 3.476
H5 -4.492 3.138 1.909
C10 -0.644 -1.074 3.433
C11 0.128 -0.464 2.278
O1 -0.209 0.792 1.962
C12 1.112 -1.147 1.641
C13 1.978 -0.415 0.617
C14 3.063 -1.264 0.034
C15 3.229 -2.559 0.341
C16 2.357 -3.218 1.296
C17 1.370 -2.539 1.912
H6 -1.271 -0.319 3.906
H7 0.044 -1.461 4.187
H8 -1.277 -1.896 3.091
H9 2.503 0.383 1.187
H10 3.683 -0.764 -0.701
H11 4.006 -3.145 -0.144
H12 2.492 -4.277 1.488
H13 0.705 -3.077 2.581
C18 -2.437 2.765 -0.305
C19 -1.310 3.761 -0.598
O2 -1.573 4.848 -1.091
O3 -0.127 3.351 -0.270
H14 -3.407 3.240 -0.438
H15 -2.328 2.382 0.712
H16 -2.351 1.924 -0.989
C20 1.210 0.294 -0.545
Ge1 0.036 -0.896 -1.513
C21 1.025 -1.754 -3.077
C22 0.905 -1.248 -4.375
C23 1.721 -1.681 -5.412
C24 2.679 -2.659 -5.187
C25 2.805 -3.194 -3.912
C26 1.996 -2.740 -2.879
C27 -1.372 0.079 -2.549
C28 -2.678 -0.383 -2.707
C29 -3.608 0.325 -3.459
C30 -3.244 1.510 -4.084
C31 -1.948 1.989 -3.940
C32 -1.031 1.282 -3.175
C33 -1.047 -2.409 -0.735
C34 -0.787 -3.758 -0.961
C35 -1.521 -4.752 -0.324
C36 -2.533 -4.414 0.563
C37 -2.804 -3.072 0.806
C38 -2.062 -2.090 0.168
H17 0.157 -0.496 -4.586
H18 1.615 -1.245 -6.401
H19 3.322 -2.997 -5.992
H20 3.550 -3.959 -3.719
H21 2.133 -3.145 -1.886
H22 -2.970 -1.316 -2.240
H23 -4.624 -0.044 -3.558
H24 -3.968 2.060 -4.674
H25 -1.664 2.925 -4.406
H26 -0.027 1.670 -3.034
H27 -0.002 -4.039 -1.654
H28 -1.303 -5.797 -0.518
H29 -3.106 -5.187 1.064
H30 -3.591 -2.797 1.501
H31 -2.269 -1.042 0.374

Atom charges from the Löwdin analysis, given in e for atoms 1 to 8: number 1, Sc, carries 0.690; number 2, Cl, carries 0.660; number 3, C, carries -0.693; number 4, C, carries -0.233; number 5, C, carries -0.698; number 6, Cl, carries 0.716; number 7, C, carries -0.710; number 8, Cl, carries 0.637

No. 5
Density functional theory data (ωB97M-V/def2-TZVPD) for a molecular structure, C32H40ClIrN2P2Si2 in a non-equilibrium geometry.

Spin multiplicity: 5
Orbital gap (spin up / spin down) (Ha): 0.2751 / 0.2564
<S²>: 6.0146
HOMO (spin up / spin down) (eV): -6.883 / -8.264
E_LUMO (spin up / spin down) (Eh): 0.0222 / -0.0473
M (g mol⁻¹): 798.48

Geometry (Å):
Ir1 -0.255 1.612 -1.341
C1 -3.841 -1.292 -0.576
Si1 -3.392 0.432 -0.015
C2 -4.154 0.788 1.652
C3 -3.997 1.659 -1.279
N1 -1.654 0.534 0.071
P1 -0.589 0.833 1.239
C4 0.948 1.052 0.456
P2 1.491 -0.298 -0.516
N2 0.584 -0.362 -1.840
Si2 0.588 -0.891 -3.486
C5 1.235 0.481 -4.570
C6 1.624 -2.428 -3.751
C7 -1.182 -1.232 -3.962
C8 1.553 -1.921 0.287
C9 2.393 -2.119 1.384
C10 2.450 -3.361 1.995
C11 1.667 -4.408 1.517
C12 0.816 -4.209 0.441
C13 0.751 -2.962 -0.169
C14 3.234 0.015 -0.929
C15 3.994 -0.989 -1.531
C16 5.300 -0.737 -1.926
C17 5.858 0.520 -1.716
C18 5.110 1.520 -1.108
C19 3.799 1.270 -0.716
C20 -0.568 -0.393 2.577
C21 0.367 -0.244 3.605
C22 0.431 -1.171 4.632
C23 -0.420 -2.270 4.626
C24 -1.320 -2.447 3.586
C25 -1.389 -1.513 2.558
C26 -1.100 2.375 2.107
C27 -1.467 2.409 3.452
C28 -1.989 3.567 4.020
C29 -2.156 4.708 3.253
C30 -1.801 4.692 1.910
C31 -1.285 3.537 1.346
H1 -4.918 -1.383 -0.768
H2 -3.569 -2.052 0.165
H3 -3.307 -1.521 -1.504
H4 -5.223 0.545 1.655
H5 -4.046 1.849 1.905
H6 -3.674 0.203 2.444
H7 -4.965 1.368 -1.705
H8 -3.280 1.732 -2.101
H9 -4.105 2.658 -0.843
H10 2.261 0.755 -4.300
H11 0.600 1.369 -4.460
H12 1.224 0.192 -5.629
H13 2.658 -2.162 -3.993
H14 1.223 -3.011 -4.588
H15 1.634 -3.075 -2.868
H16 -1.836 -0.444 -3.574
H17 -1.531 -2.194 -3.567
H18 -1.289 -1.256 -5.053
H19 3.005 -1.297 1.742
H20 3.105 -3.518 2.846
H21 1.714 -5.379 1.996
H22 0.198 -5.024 0.079
H23 0.071 -2.782 -0.992
H24 3.568 -1.976 -1.675
H25 5.886 -1.517 -2.398
H26 6.880 0.717 -2.020
H27 5.549 2.496 -0.935
H28 3.201 2.041 -0.244
H29 1.042 0.606 3.594
H30 1.147 -1.044 5.435
H31 -0.364 -3.002 5.423
H32 -1.967 -3.316 3.571
H33 -2.078 -1.651 1.732
H34 -1.371 1.526 4.066
H35 -2.275 3.570 5.064
H36 -2.570 5.606 3.697
H37 -1.934 5.579 1.300
H38 -1.026 3.535 0.299
Cl1 -1.646 3.509 -3.530
C32 -0.177 3.371 -2.485
H39 -0.121 4.285 -1.902
H40 0.675 3.340 -3.160

Atom charges from the Löwdin analysis, given in e for atoms 1 to 8: number 1, Ir, carries 1.180; number 2, C, carries -0.173; number 3, Si, carries 0.316; number 4, C, carries -0.165; number 5, C, carries -0.186; number 6, N, carries -0.344; number 7, P, carries 0.623; number 8, C, carries -0.448

No. 6
Density functional theory data (ωB97M-V/def2-TZVPD) for a molecular structure, C34H46Cl15I4NO3SSi in a non-equilibrium geometry.

Spin multiplicity: 1
Orbital gap (Ha): 0.2840
HOMO (eV): -7.984
E_LUMO (Eh): -0.0094
M (g mol⁻¹): 1616.31

Geometry (Å):
C1 -4.185 6.907 0.505
C2 -4.516 5.505 -0.197
I1 -6.266 5.861 -1.434
C3 -3.206 5.098 -0.997
I2 -2.853 6.574 -2.609
C4 -3.219 3.691 -1.669
C5 -3.966 3.452 -2.905
C6 -3.915 2.120 -3.511
C7 -3.135 1.008 -2.932
C8 -3.175 -0.354 -3.687
C9 -4.567 -1.060 -3.357
O1 -5.383 -1.210 -4.528
C10 -2.357 1.239 -1.694
C11 -2.457 2.574 -1.123
S1 -1.500 2.900 0.403
C12 -0.121 1.711 0.196
C13 1.122 2.087 0.844
C14 2.266 1.217 0.684
C15 2.154 -0.012 -0.122
C16 3.482 -0.838 -0.205
C17 3.692 -1.800 1.046
O2 4.109 -0.916 2.120
Si1 4.317 -1.745 3.612
C18 4.582 -0.371 4.930
C19 2.767 -2.747 4.057
C20 5.925 -2.774 3.472
C21 0.869 -0.420 -0.758
C22 0.849 -1.740 -1.593
I3 -0.047 -3.447 -0.500
C23 0.186 -1.541 -3.047
C24 -0.683 -2.770 -3.510
I4 1.862 -1.466 -4.481
C25 -0.318 0.479 -0.593
N1 -1.584 0.123 -1.202
C26 -2.362 -0.910 -0.466
C27 -3.704 -0.453 0.205
C28 -3.436 0.400 1.538
C29 -3.763 -0.516 2.792
O3 -5.172 -0.726 2.986
H1 -4.679 7.761 -0.024
H2 -4.405 6.901 1.600
H3 -3.079 7.105 0.411
H4 -4.788 4.783 0.608
H5 -2.336 5.246 -0.300
H6 -4.542 4.264 -3.391
H7 -4.480 1.961 -4.462
H8 -2.399 -1.004 -3.226
H9 -3.046 -0.204 -4.790
H10 -5.112 -0.399 -2.634
H11 -4.414 -2.051 -2.843
H12 -6.280 -1.383 -4.196
H13 1.197 3.033 1.424
H14 3.243 1.483 1.139
H15 3.642 -1.344 -1.188
H16 4.312 -0.079 -0.112
H17 4.472 -2.570 0.820
H18 2.681 -2.233 1.280
H19 3.692 0.321 4.948
H20 4.770 -0.823 5.934
H21 5.457 0.240 4.569
H22 2.727 -3.710 3.494
H23 1.855 -2.127 3.836
H24 2.792 -2.905 5.173
H25 6.682 -2.116 2.965
H26 5.725 -3.659 2.822
H27 6.242 -3.027 4.509
H28 1.889 -2.095 -1.810
H29 -0.322 -0.559 -3.155
H30 -0.965 -2.559 -4.584
H31 -1.669 -2.836 -2.969
H32 -0.124 -3.734 -3.520
H33 -2.597 -1.761 -1.166
H34 -1.704 -1.285 0.367
H35 -4.200 -1.398 0.580
H36 -4.448 0.025 -0.476
H37 -2.315 0.527 1.569
H38 -3.987 1.369 1.548
H39 -3.309 -1.523 2.538
H40 -3.223 -0.179 3.717
H41 -5.341 -1.610 2.620
C30 -2.213 10.841 0.234
Cl1 -3.627 11.043 1.277
Cl2 -0.735 10.754 1.201
Cl3 -2.385 9.398 -0.773
H42 -2.143 11.706 -0.417
C31 -8.161 0.796 -3.126
Cl4 -9.267 1.188 -4.446
Cl5 -8.246 2.014 -1.857
Cl6 -8.525 -0.808 -2.465
H43 -7.148 0.783 -3.521
C32 4.302 -6.165 1.694
Cl7 4.092 -7.772 0.992
Cl8 3.115 -5.027 1.057
Cl9 4.206 -6.240 3.457
H44 5.282 -5.794 1.422
C33 8.612 -5.774 3.096
Cl10 7.526 -5.527 1.731
Cl11 8.366 -4.504 4.304
Cl12 8.369 -7.372 3.807
H45 9.634 -5.712 2.736
C34 9.913 -3.721 -1.290
Cl13 9.720 -5.345 -1.960
Cl14 8.697 -2.625 -1.954
Cl15 9.815 -3.761 0.474
H46 10.894 -3.351 -1.569

Atom charges from the Löwdin analysis, given in e for atoms 1 to 8: number 1, C, carries -0.248; number 2, C, carries -0.756; number 3, I, carries 0.805; number 4, C, carries -0.678; number 5, I, carries 0.857; number 6, C, carries -0.298; number 7, C, carries -0.095; number 8, C, carries -0.007